No. 1
Computed, not measured: a 4-piece molecular cluster, C18H28ClN4O8PS2 overall in a non-equilibrium geometry, with ωB97M-V with the def2-TZVPD basis set.

Values from the calculation:
Lowest unoccupied orbital energy   -0.66 eV
Spin multiplicity   1
HOMO-LUMO gap   0.2805 hartree

Structure (XYZ):
```
62
Properties=species:S:1:pos:R:3:forces:R:3:nbo_charge:R:1
Cl 2.98175 4.24454 -0.25750 -0.670 -0.687 0.163 -0.092
S 3.85514 -1.24199 1.45235 3.825 -5.181 -0.816 2.017
S 1.28028 -0.70921 3.26623 -1.303 -2.330 6.246 2.370
P -0.64079 0.16679 0.96602 -3.025 2.299 0.539 2.169
O 3.53309 -2.63979 1.81999 -0.864 2.672 -0.143 -0.893
O 4.84359 -1.29444 0.34092 -2.119 1.746 1.026 -0.924
O 0.18688 -0.12342 4.09268 2.019 -0.222 -3.621 -0.849
O 2.14787 0.44020 2.41552 -1.487 -2.608 0.743 -0.654
O -1.74071 -0.70911 1.88202 1.901 0.305 -2.099 -0.953
O 0.79371 -1.72531 1.99492 1.125 2.706 0.249 -0.597
O 2.02957 -1.61166 4.16015 -0.206 2.076 -2.855 -0.849
O -1.31807 0.23789 -0.57110 1.500 -0.810 1.987 -0.959
N -2.36422 4.09363 -0.63094 -0.002 0.001 -0.034 -0.519
N -5.57911 -2.06887 0.59884 0.025 -0.160 0.033 -0.507
N -0.49002 1.61468 1.56614 0.040 -1.050 -0.923 -1.392
N 2.88889 -2.73929 -2.40990 -0.108 0.026 -0.027 -0.511
C 1.74459 -3.39952 -4.18973 -0.161 0.015 0.090 -0.291
C 1.80242 1.72618 -0.71226 0.824 1.248 -0.071 -0.436
C -3.38845 4.97049 -0.39704 -0.036 -0.036 -0.002 -0.073
C -6.30985 -3.22133 0.49042 -0.041 -0.001 0.010 -0.078
C -2.83930 5.04829 -2.57555 0.129 -0.099 -0.079 -0.286
C -4.42863 -3.64657 1.64549 0.105 0.125 0.012 -0.296
C 3.11309 -3.28919 -4.54347 0.154 0.038 0.054 -0.310
C 1.63710 -3.05738 -2.86589 -0.011 0.083 0.016 -0.093
C -2.02018 4.13923 -1.95679 -0.009 -0.065 0.031 -0.096
C -3.70657 5.57578 -1.58628 -0.048 0.002 0.172 -0.305
C 2.84599 1.04321 0.23427 -0.051 0.491 -0.662 -0.481
C 1.48441 3.18641 -0.21114 -0.598 -0.455 -1.080 -0.361
C 0.95934 -0.83582 0.84601 -0.129 -1.203 -1.240 -0.305
C 4.76419 -0.51965 2.89620 -0.060 0.569 0.220 -0.832
C -5.62155 -4.21826 1.13347 -0.145 0.005 -0.093 -0.309
C 3.79447 -2.88266 -3.42407 0.041 0.057 -0.021 -0.070
C 2.35272 -0.16822 1.07085 -0.082 2.624 0.890 0.052
C -4.42829 -2.31975 1.29701 -0.051 0.085 0.044 -0.089
H 5.82111 -0.84198 2.76611 -0.861 0.115 -0.435 0.273
H 0.80863 3.63289 -0.97782 0.389 -0.106 0.818 0.216
H 3.10871 -2.44672 -1.47365 0.215 -0.137 -0.009 0.413
H -4.47690 6.31628 -1.72917 0.037 -0.021 0.011 0.225
H -5.93940 -5.24447 1.22534 0.009 0.041 -0.012 0.222
H 3.54999 -3.48632 -5.50918 -0.009 -0.003 0.043 0.222
H 0.78056 -3.01235 -2.21195 -0.002 -0.065 -0.057 0.200
H -3.71316 -1.53640 1.48570 -0.101 -0.184 -0.076 0.215
H 2.28850 1.88827 -1.70407 -0.338 -0.351 0.660 0.239
H -1.04739 1.76716 2.39966 0.263 0.108 0.018 0.398
H 3.76151 0.84945 -0.37103 -0.734 -0.531 0.621 0.282
H 3.17521 1.82430 0.96628 -0.272 -0.772 -0.430 0.264
H 0.93105 -3.69749 -4.83155 0.028 0.003 0.035 0.221
H -2.81681 5.30641 -3.62205 0.008 -0.010 0.042 0.223
H 0.88369 1.14451 -0.93929 0.566 0.407 0.395 0.213
H -7.25252 -3.23207 -0.03172 0.035 -0.029 0.030 0.209
H -2.07211 -0.11633 2.56847 0.203 -0.028 0.166 0.519
H 4.71345 0.58894 2.91464 0.002 -0.727 -0.108 0.246
H -1.93061 3.50758 0.06318 0.071 0.081 0.088 0.418
H 4.84090 -2.68294 -3.26264 -0.041 -0.014 -0.010 0.216
H -1.22558 3.52123 -2.34373 -0.024 0.043 -0.058 0.199
H 0.93141 -1.33196 -0.15810 0.068 -0.351 1.109 0.274
H 4.41025 -0.94522 3.85677 -0.266 0.235 -0.844 0.281
H -3.80154 5.08686 0.59135 0.000 0.015 -0.047 0.212
H 1.02075 3.21344 0.79119 0.495 0.024 -0.602 0.256
H -3.65683 -4.15056 2.20500 -0.021 0.027 -0.022 0.221
H -5.84557 -1.17764 0.22354 0.009 -0.024 -0.013 0.409
H -1.41064 1.18925 -0.72911 -0.212 -0.008 -0.068 0.514
```
Forces are in eV/Å.



No. 2
Computed, not measured: C18H28ClNOZr as an isolated structure in a non-equilibrium geometry, with ωB97M-V with the def2-TZVPD basis set.

Values from the calculation:
Lowest unoccupied orbital energy   -7.94 eV
Spin multiplicity   1
HOMO-LUMO gap   0.2772 hartree
Total charge   +2

Structure (XYZ):
```
50
Properties=species:S:1:pos:R:3:forces:R:3:nbo_charge:R:1
Zr -0.21934 -0.81468 0.96678 -0.181 -0.171 -1.985 2.155
Cl -0.08439 -0.31499 -3.17790 -0.110 -0.330 2.002 -0.118
O 0.31231 0.91790 1.84798 0.071 0.615 1.261 -0.800
N 0.81844 2.71315 3.07993 -0.153 -0.641 -0.124 -0.308
C -1.16709 0.86106 -5.29950 -0.002 -0.040 0.230 -0.627
C -2.09643 -1.47677 2.22401 -1.035 0.397 -0.668 -0.447
C 1.15935 3.39128 1.82873 0.171 0.469 -0.498 -0.423
C -2.45563 -0.13070 1.81472 -0.390 -0.681 -0.284 -0.309
C -2.66755 -0.13783 0.40548 0.290 -0.069 0.729 -0.279
C 1.34772 0.42312 -5.27517 -0.017 -0.044 0.235 -0.626
C 1.97069 -1.87861 0.06464 -0.177 -0.142 0.863 -0.278
C 0.41035 1.46739 3.02651 0.323 0.790 -0.832 0.721
C 0.99343 -2.90901 0.22489 0.119 0.231 0.589 -0.325
C 0.96302 3.42733 4.35215 -0.067 -0.042 0.630 -0.427
C 2.21567 -1.29950 1.34208 -0.275 -0.482 0.056 -0.295
C -0.28447 -1.50804 -5.56328 0.004 0.026 0.287 -0.626
C -0.04659 -0.12461 -4.92543 0.052 0.224 -2.421 0.010
C 1.36671 -1.94751 2.30259 0.590 -0.651 -0.421 -0.413
C -2.18557 -2.30483 1.04563 -0.323 0.512 -0.031 -0.283
C -2.46675 -1.47072 -0.07419 -0.199 -0.170 0.967 -0.327
C 0.63270 -2.97080 1.60998 0.686 -0.138 -0.062 -0.330
C 0.06818 0.67914 4.23765 -0.146 -0.388 0.281 -0.712
H 1.66122 2.89705 5.00964 -0.048 0.156 -0.177 0.232
H -2.67727 0.70530 2.48408 0.403 -0.299 -0.312 0.272
H -2.68654 -1.79564 -1.08479 0.361 -0.018 0.077 0.291
H -0.26302 -1.44907 -6.65843 0.028 0.151 0.257 0.240
H 2.52651 -1.66743 -0.84362 -0.318 0.162 0.069 0.288
H -2.13214 -3.39001 1.02744 0.194 0.316 -0.039 0.278
H 1.52742 1.36493 -4.74770 -0.070 -0.062 -0.136 0.217
H -0.00084 3.48995 4.87068 0.160 0.060 -0.180 0.234
H 1.48378 4.40816 2.05209 -0.077 -0.210 0.018 0.245
H -0.18608 -0.33872 3.93562 0.011 0.206 0.104 0.238
H 2.11954 -0.28385 -4.95300 -0.118 0.056 -0.111 0.217
H 2.97852 -0.55897 1.57130 -0.357 -0.034 -0.117 0.274
H -1.19616 1.06060 -6.37624 0.173 -0.158 0.170 0.239
H -2.02735 -1.82550 3.25331 0.096 0.037 -0.330 0.285
H -2.14263 0.45987 -5.00410 0.155 0.004 -0.080 0.218
H 0.29909 3.44445 1.15447 0.070 -0.066 0.213 0.232
H -3.02699 0.69959 -0.19962 0.390 -0.267 0.258 0.285
H -1.25818 -1.91215 -5.26160 0.149 0.139 -0.084 0.218
H 1.39124 -1.79460 3.38224 -0.033 -0.080 -0.414 0.277
H 1.97182 2.87834 1.30443 -0.136 -0.001 0.198 0.231
H 0.00211 -3.72605 2.08123 0.198 0.383 -0.226 0.280
H -1.03080 1.81300 -4.77695 0.052 -0.097 -0.119 0.218
H 0.68575 -3.59018 -0.56693 -0.164 0.266 0.269 0.288
H 0.48453 -2.22041 -5.24193 -0.086 0.177 -0.096 0.218
H 1.33791 4.43872 4.17616 -0.112 -0.335 -0.050 0.253
H -0.80327 1.08871 4.76146 0.228 0.122 -0.027 0.280
H 0.90664 0.61398 4.94183 -0.159 0.209 -0.100 0.279
H 1.47043 0.59816 -6.34940 -0.223 -0.095 0.164 0.239
```
Forces are in eV/Å.



No. 3
Computed, not measured: C18H28ErNO4P2 as an isolated structure in a non-equilibrium geometry, with ωB97M-V with the def2-TZVPD basis set.

Values from the calculation:
Lowest unoccupied orbital energy (spin up / spin down)   -6.11 / -6.06 eV
Spin multiplicity   4
HOMO-LUMO gap (spin up / spin down)   0.2901 / 0.2922 hartree
Expectation value of S²   3.75
Total charge   +2

Structure (XYZ):
```
54
Properties=species:S:1:pos:R:3:forces:R:3:nbo_charge:R:1
Er 0.25337 0.54737 -0.22972 0.238 0.132 1.432 2.047
P 2.39759 -1.26139 -0.06302 1.410 -0.935 -0.745 0.739
P -2.33645 0.61214 -1.17720 -1.845 -0.179 -1.434 0.722
O 0.40235 1.66839 1.75718 -0.398 -0.778 -0.562 -0.820
O 1.34738 2.47411 -2.46480 -0.389 0.038 0.252 -0.998
O -0.41843 -0.38668 1.76582 0.419 1.042 0.097 -0.782
O -0.43911 3.94254 -1.33408 -0.325 0.134 1.059 -0.968
N -0.07498 -1.17230 -2.03784 -0.048 -0.437 -0.454 -0.634
C -0.02297 1.13457 6.68841 -0.233 -0.038 -0.469 -0.140
C -1.25295 -1.51395 -2.63453 0.008 -0.143 0.066 0.247
C -1.32842 -2.40480 -3.69240 0.212 0.140 -0.141 -0.235
C 2.38770 -1.44660 -1.90644 -0.111 0.375 -0.226 -0.752
C -0.07606 0.66728 2.44445 -0.030 0.195 -0.330 0.819
C -0.16853 -2.92579 -4.24540 0.031 0.060 0.230 -0.080
C 4.14788 -0.75845 0.10972 -0.083 0.587 0.286 -0.909
C -4.00259 0.69909 -0.45492 -0.102 0.067 0.596 -0.908
C -0.15076 -0.15656 6.15403 -0.283 0.205 -0.497 -0.215
C 0.00090 2.26922 5.87426 -0.269 -0.502 -0.689 -0.213
C -2.55875 -0.96098 -2.12927 0.254 0.024 0.670 -0.725
C -2.56377 1.81435 -2.53745 0.332 0.319 -0.225 -0.922
C -0.25988 -0.31396 4.76733 0.097 0.055 0.030 -0.135
C -0.15722 0.80801 3.92930 -0.061 -0.194 -0.288 -0.232
C 2.58537 -2.99471 0.50334 -0.652 -0.247 0.373 -0.908
C 1.03859 -2.61216 -3.63765 -0.010 0.048 0.325 -0.239
C -0.07227 2.09020 4.48934 0.194 0.396 0.126 -0.130
C 1.04609 -1.77137 -2.53312 0.254 0.220 0.021 0.249
H -0.02965 1.28957 7.74868 0.182 -0.162 0.427 0.234
H -0.09180 2.95721 3.82918 0.174 -0.232 0.174 0.227
H 0.74202 3.24782 -2.34423 0.532 -0.607 0.073 0.517
H 4.29057 -0.40805 1.13584 0.226 -0.024 -0.142 0.263
H 0.02731 3.27470 6.29912 0.046 -0.403 -0.118 0.240
H 2.05189 2.78020 -3.05390 -0.064 -0.273 0.190 0.508
H -2.31509 -2.64297 -4.07000 0.159 -0.055 -0.165 0.247
H -4.77073 0.77677 -1.24711 0.512 -0.028 0.329 0.259
H -0.22775 -1.02948 6.80596 0.066 0.362 -0.192 0.240
H -4.05002 1.57706 0.19506 -0.246 -0.141 -0.028 0.259
H 3.59017 -3.38612 0.26856 -0.452 0.351 -0.028 0.259
H -3.58950 1.76737 -2.93230 0.340 -0.072 0.202 0.257
H 3.11645 -2.22601 -2.17303 -0.135 0.342 -0.032 0.269
H 4.83533 -1.59226 -0.09241 -0.348 0.256 0.006 0.258
H 1.99488 -3.01161 -3.97018 -0.343 0.030 -0.104 0.248
H -4.19437 -0.20176 0.13740 0.003 0.251 0.044 0.260
H -3.02378 -1.68362 -1.42723 0.237 0.231 -0.379 0.274
H -0.34640 4.05758 -0.36929 0.151 0.104 -0.469 0.503
H 2.44417 -3.02091 1.59329 0.029 -0.117 -0.302 0.268
H -1.86470 1.61231 -3.35780 -0.040 0.078 0.149 0.252
H -2.35763 2.81682 -2.15620 -0.155 -0.138 -0.182 0.252
H 1.83007 -3.64110 0.03636 0.124 0.148 0.221 0.255
H 4.35808 0.06481 -0.57843 0.101 -0.011 0.184 0.246
H -3.27089 -0.79345 -2.95948 0.358 -0.069 0.437 0.269
H -0.99232 4.68560 -1.59462 -0.085 0.173 -0.191 0.511
H 2.75712 -0.47309 -2.31195 -0.154 -0.615 0.124 0.260
H -0.44058 -1.28304 4.30072 0.220 0.138 0.284 0.230
H -0.19696 -3.56194 -5.11734 -0.052 -0.104 -0.014 0.254
```
Forces are in eV/Å.



No. 4
Computed, not measured: a 6-piece molecular cluster, C18H28F6N2O10 overall in a non-equilibrium geometry, with ωB97M-V with the def2-TZVPD basis set.

Values from the calculation:
Lowest unoccupied orbital energy   0.37 eV
Spin multiplicity   1
HOMO-LUMO gap   0.3963 hartree

Structure (XYZ):
```
64
Properties=species:S:1:pos:R:3:forces:R:3:nbo_charge:R:1
F 4.07251 0.15184 0.94965 -0.069 -0.230 0.041 -0.311
F 4.10285 1.08351 -0.99728 -0.110 0.174 -0.096 -0.301
F 2.02340 -7.83061 0.45274 -0.374 0.107 -0.209 -0.305
F 3.94048 -8.31839 -0.35307 0.544 -0.310 -0.027 -0.301
F 5.94237 0.77397 0.10046 0.096 0.094 -0.090 -0.301
F 3.74452 -7.39759 1.62495 0.564 -0.152 0.197 -0.307
O -1.37190 1.02920 2.12791 -0.687 -0.242 0.228 -0.493
O -7.24158 4.43817 -1.43240 -0.204 0.081 -0.113 -0.649
O 4.53578 -5.54558 -0.39360 1.164 0.606 0.077 -0.549
O 3.96460 -1.61412 -1.49880 -0.339 0.148 0.451 -0.578
O 0.13699 -0.36981 1.54961 -0.489 -0.521 0.121 -0.506
O -7.89762 5.77127 0.27704 0.205 0.650 0.435 -0.501
O 0.28526 1.76864 0.80877 0.014 0.078 -0.270 -0.651
O -5.84721 5.13636 0.18850 -0.270 0.728 -0.034 -0.501
O 6.12252 -1.57382 -0.89932 -0.018 0.444 0.520 -0.473
O 2.29641 -5.53512 -0.61242 0.343 0.020 0.625 -0.476
N -1.26204 5.62905 -0.92173 -0.063 0.259 0.048 -0.347
N -5.19680 1.57969 3.45317 0.008 0.027 0.063 -0.339
C -2.11140 2.23061 1.97987 -0.778 0.974 0.311 -0.270
C 0.90363 -3.79913 -1.46017 0.775 0.222 -0.276 -0.629
C 2.32528 -4.17576 -1.04904 -0.778 0.954 -1.237 -0.084
C -0.95239 4.74943 -1.58713 -0.095 -0.561 0.206 0.301
C 4.88708 -1.11925 -0.91082 0.191 -0.233 -0.819 0.704
C -7.02610 5.04876 -0.41825 0.348 -0.066 -0.590 0.991
C 1.23841 -0.81230 0.75931 0.526 0.981 0.059 -0.264
C -0.26646 0.90123 1.43253 0.625 -0.211 -0.477 0.990
C -9.16009 6.08919 -0.29350 -0.134 -1.457 -1.275 -0.266
C -4.73670 0.76538 4.11807 -0.280 -0.154 -0.301 0.293
C 3.47028 -6.03348 -0.24122 -1.495 -0.408 -0.502 0.705
C -4.65379 4.81792 -0.53370 0.245 -0.603 0.663 -0.260
C 3.28739 -7.42554 0.37419 -0.535 -0.020 0.305 0.896
C 7.70466 -2.85794 -2.18948 0.235 -0.442 -0.302 -0.628
C -4.13808 -0.27523 4.93771 0.521 0.055 -0.165 -0.725
C 6.39406 -2.88057 -1.44572 0.309 -0.236 -0.230 -0.084
C 4.75501 0.25184 -0.19352 0.349 -0.121 0.036 0.901
C -0.57606 3.59093 -2.38807 -0.372 0.106 -0.682 -0.726
H -4.86693 -1.00555 5.27792 -0.121 0.237 0.239 0.256
H 8.53797 -2.54819 -1.56095 -0.057 0.064 0.026 0.219
H -9.86672 5.34883 0.07844 -0.413 0.602 0.495 0.191
H 1.62769 0.06726 0.24800 0.220 -0.231 -0.115 0.216
H 1.99284 -1.20760 1.43408 -0.005 -0.035 0.019 0.189
H -1.50300 3.13256 1.99388 0.283 -0.199 0.110 0.206
H -3.61167 0.23461 5.74431 -0.147 -0.336 0.267 0.256
H -0.60766 2.65077 -1.84259 0.404 0.223 0.396 0.268
H 2.71789 -3.48291 -0.30596 0.092 -0.407 0.289 0.196
H -1.29858 3.45253 -3.19622 0.010 0.265 -0.027 0.249
H 0.91714 -2.78641 -1.86812 0.075 0.138 0.293 0.222
H 7.88933 -3.88715 -2.51041 0.110 -0.014 0.144 0.223
H -3.39370 -0.82405 4.35880 0.002 0.135 -0.095 0.261
H 5.58772 -3.21798 -2.09069 -0.164 0.176 0.099 0.208
H -4.36090 3.85267 -0.11969 0.428 -0.011 -0.332 0.181
H 0.62712 -4.39656 -2.32867 -0.418 -0.368 0.395 0.220
H -4.72110 4.75806 -1.61737 -0.601 0.041 0.055 0.201
H 6.47385 -3.55369 -0.59602 -0.160 -0.051 0.052 0.205
H -9.39118 7.13887 -0.17022 -0.059 -0.040 0.621 0.198
H 2.94016 -4.06832 -1.94479 0.295 -0.231 0.234 0.196
H 0.96670 -1.56776 0.03108 -0.464 -0.035 0.104 0.184
H -2.74297 2.28843 1.09020 0.396 -0.539 -0.309 0.185
H 0.22387 -3.84297 -0.61314 -0.256 -0.217 -0.217 0.218
H 7.71329 -2.28328 -3.11576 -0.252 0.292 0.193 0.216
H -3.92618 5.57993 -0.26936 0.031 -0.058 0.066 0.212
H -9.18007 5.88256 -1.36914 0.439 0.149 0.021 0.202
H 0.38696 3.79935 -2.85003 0.119 -0.330 0.133 0.255
H -2.82714 2.24319 2.79717 0.237 0.039 0.149 0.210
```
Forces are in eV/Å.